(1)
Entry from the OMol25 dataset: a molecular structure, C29H35N9S5Ti (ωB97M-V with the def2-TZVPD basis set).

Results
gap between HOMO and LUMO (alpha / beta)	6.726 / 7.295	eV
expectation value of S²	2.00

Structure (ORCA input):
```
! RIJCOSX wB97M-V def2-TZVPD def2/J DEFGRID3
* xyz 2 3
Ti -0.91 -0.60 -0.17
S 2.09 3.54 2.35
S 1.64 -0.98 -0.39
S -5.67 0.06 -0.16
S 2.94 0.23 2.84
S -0.12 1.05 1.90
N -0.16 -5.42 2.56
N -1.21 -2.13 1.46
N -3.13 -0.08 -0.14
N -2.38 3.02 -2.00
N -1.38 -1.90 -1.99
N 3.43 -1.20 -2.41
N 1.50 -0.60 -3.12
N -1.11 1.44 -1.11
N -1.53 -3.89 3.58
C -3.46 1.08 -0.82
C 1.12 2.54 -1.62
C 1.45 -0.30 3.73
C -2.11 -3.80 -3.90
C -0.97 -3.98 -3.12
C -1.96 -1.81 2.52
C -0.27 2.42 -1.65
C -1.07 3.42 -2.22
C -2.47 -1.74 -2.76
C 1.66 3.66 -2.21
C 0.22 0.61 3.62
C 0.33 3.72 2.75
C -4.80 1.32 -0.92
C 0.85 4.64 -2.82
C 4.51 -1.60 -1.51
C 3.58 1.60 3.82
C 2.76 2.89 3.93
C -0.63 2.79 1.99
C -4.21 -0.70 0.25
C -0.61 -3.32 1.46
C -2.34 1.85 -1.32
C -0.52 4.54 -2.82
C 2.18 -0.94 -2.01
C -0.77 -4.21 2.54
C 2.32 -0.66 -4.23
C -2.86 -2.65 -3.72
C 3.53 -1.03 -3.78
C -0.64 -3.00 -2.20
C -2.12 -2.70 3.56
H -0.28 -6.00 3.37
H 0.02 -3.57 0.62
H 0.25 -3.09 -1.60
H 1.33 5.50 -3.27
H 4.46 -1.19 -4.31
H 0.20 3.62 3.82
H -2.73 -2.45 4.42
H -3.06 -0.85 -2.59
H 1.68 -0.47 4.78
H 5.46 -1.49 -2.04
H 4.54 1.82 3.34
H 0.48 -5.70 1.85
H -0.64 0.11 4.07
H 1.22 -1.28 3.29
H 2.73 3.80 -2.20
H 1.72 1.80 -1.11
H 0.38 1.54 4.15
H 1.98 -0.42 -5.22
H -2.39 -4.54 -4.64
H -1.14 5.31 -3.27
H -4.18 -1.63 0.79
H 0.53 -0.31 -3.11
H 1.93 2.76 4.62
H 0.04 4.74 2.50
H -5.31 2.14 -1.40
H -2.42 -0.82 2.52
H -0.35 -4.85 -3.23
H 4.39 -2.64 -1.20
H 3.40 3.66 4.35
H -1.63 2.87 2.42
H -3.75 -2.47 -4.31
H 4.50 -0.97 -0.63
H -0.69 3.09 0.95
H -3.20 3.53 -2.25
H 3.82 1.25 4.83
*
```

---

(2)
Entry from the OMol25 dataset: a molecular structure, C29H36BrN6O2V (ωB97M-V with the def2-TZVPD basis set).

Results
gap between HOMO and LUMO (alpha / beta)	7.422 / 7.416	eV
expectation value of S²	0.82

Structure (ORCA input):
```
! RIJCOSX wB97M-V def2-TZVPD def2/J DEFGRID3
* xyz 1 2
Br -0.37 -0.31 -2.60
V 0.28 0.12 0.04
O -1.46 -3.33 3.80
O -0.34 0.17 1.81
N 1.78 -0.54 0.06
N 1.12 3.66 -0.66
N -0.51 2.11 -0.13
N -1.01 -1.57 0.10
N -1.10 -2.01 1.37
N -0.65 4.28 0.72
C 3.27 -2.43 0.05
C -0.04 3.32 -0.02
C -2.21 -3.30 -5.50
C 4.47 -2.99 0.46
C -0.57 -1.07 2.40
C -1.54 -0.98 3.57
C 1.59 2.81 -1.74
C -0.64 5.69 0.32
C -1.55 -1.78 -2.24
C -2.35 -0.76 -6.61
C -2.24 -3.15 -6.88
C 3.45 1.00 1.71
C -1.63 -2.16 -0.85
C -1.94 -2.13 4.25
C -2.30 -1.88 -7.43
C -3.26 -0.80 5.76
C -2.19 -2.42 -3.21
C 2.27 -3.20 -0.78
C -2.87 0.35 5.09
C -2.79 -2.04 5.34
C 3.84 -0.39 1.27
C -2.01 0.25 4.00
C -1.69 3.91 1.66
C 5.04 -0.98 1.65
C 2.14 4.45 0.00
C 2.96 -1.12 0.46
C -2.30 -0.91 -5.23
C 5.36 -2.27 1.25
C -2.22 -2.18 -4.66
H -2.27 -3.02 -0.62
H 4.14 1.37 2.47
H -2.34 -1.76 -8.51
H -3.22 1.32 5.41
H 6.29 -2.71 1.55
H 5.72 -0.43 2.28
H 2.00 -2.64 -1.68
H -1.71 -4.03 4.41
H -2.37 -0.04 -4.60
H -1.68 1.13 3.48
H -3.92 -0.74 6.61
H 2.68 -4.16 -1.08
H 2.44 1.00 2.12
H -0.26 6.32 1.12
H -2.67 3.81 1.18
H -3.09 -2.94 5.86
H -2.22 -4.02 -7.52
H 0.76 2.54 -2.39
H -1.43 2.97 2.14
H 1.76 4.87 0.93
H -2.18 -4.29 -5.07
H 0.37 -1.50 2.77
H 4.72 -3.99 0.15
H -1.77 4.68 2.42
H 3.47 1.69 0.87
H 1.36 -3.38 -0.21
H -0.03 5.83 -0.56
H 2.48 5.27 -0.64
H -1.89 -2.60 1.61
H -1.66 6.01 0.09
H -1.47 2.02 0.19
H -2.42 0.23 -7.03
H 2.31 3.37 -2.33
H 2.08 1.89 -1.39
H -2.74 -3.30 -2.88
H 3.00 3.82 0.24
*
```

---

(3)
Entry from the OMol25 dataset: a molecular structure, C29H36LaN5OS5 at a distorted geometry (ωB97M-V with the def2-TZVPD basis set).

Results
gap between HOMO and LUMO	7.358	eV

Structure (ORCA input):
```
! RIJCOSX wB97M-V def2-TZVPD def2/J DEFGRID3
* xyz 2 1
La 0.37 -0.54 0.87
S -1.86 -2.67 0.80
S 2.86 0.26 -0.25
S 1.58 -3.37 0.43
S 2.45 -1.48 3.17
S -0.90 -1.40 3.79
O -0.14 -1.19 -1.13
N 1.81 1.83 -2.10
N -0.17 1.79 2.06
N -1.45 0.63 -1.61
N 2.98 2.89 -0.43
N -1.04 1.06 -0.36
C -1.06 -4.18 0.19
C 2.48 -3.30 3.10
C -0.20 4.33 -3.93
C 0.27 -4.58 0.81
C 0.32 2.19 3.23
C 0.78 5.23 -4.33
C 1.74 -1.21 4.82
C 0.34 -1.76 5.07
C -0.92 -0.52 -1.93
C 1.47 3.00 -2.84
C 2.46 3.88 -3.26
C -2.37 -1.07 -5.35
C 2.11 5.00 -3.99
C -2.13 -0.52 -4.10
C -0.74 -2.79 -4.90
C -1.09 2.57 1.45
C -1.68 -2.21 -5.75
C -0.06 3.37 3.86
C -1.60 2.12 0.13
C -2.69 2.88 -0.54
C -1.20 -1.10 -3.25
C -1.61 -3.07 3.59
C -2.56 -3.14 2.41
C -1.00 4.17 3.23
C -1.52 3.77 2.01
C -0.50 -2.24 -3.65
C 2.52 1.78 -0.98
C 2.82 -3.78 1.70
C 0.14 3.21 -3.18
H 2.42 -1.64 5.55
H 1.42 0.94 -2.42
H -0.61 2.51 -2.86
H 1.06 1.54 3.69
H 2.97 -4.86 1.70
H 3.75 -3.33 1.35
H -1.33 5.09 3.68
H -3.05 2.34 -1.40
H -3.10 -0.62 -6.01
H 3.57 2.82 0.39
H -2.67 0.36 -3.78
H 3.51 3.67 -3.06
H 2.87 5.68 -4.32
H -3.51 3.06 0.15
H 3.24 -3.65 3.80
H -1.77 -5.00 0.31
H -3.41 -2.46 2.56
H 0.18 -4.71 1.89
H -0.20 -3.67 -5.22
H 0.37 3.65 4.80
H 1.77 -0.13 4.97
H -0.80 -3.78 3.48
H -1.23 4.49 -4.21
H 1.52 -3.69 3.42
H -2.16 -3.31 4.51
H 0.51 6.09 -4.91
H 0.38 -2.85 5.18
H 0.23 -2.68 -3.00
H -1.87 -2.64 -6.72
H -2.98 -4.15 2.33
H -0.95 -4.01 -0.88
H -2.25 4.38 1.51
H 2.84 3.80 -0.86
H -2.32 3.86 -0.87
H 0.57 -5.54 0.38
H -0.02 -1.36 6.02
*
```

---

no.,DFT total energy (Ha)
1,-4458.99045
2,-5123.52093
3,-3497.94155